No. 1
Entry from the OMol25 dataset: a cluster of 3 separate species, C4H14N4O in total (ωB97M-V/def2-TZVPD).

- F_max: 2.80 eV Å⁻¹
- Highest occupied orbital energy: -8.785 eV
- SMILES string: [H]/N=C(\N)N(C)N.C=C.O
- Total energy: -12379.739 eV

Each atom is followed by the atoms it is bonded to, with distances in Å.
Geometry (Å):
1 C -3.0297 -0.8937 -0.6250  C2 1.379, H5 1.080, H6 1.079
2 C -2.3594 -0.0123 -1.4474  C1 1.379, H7 1.085, H8 1.085
3 O -1.9946 -1.0193 1.3514  H4 0.963, H19 1.099
4 H -1.6639 -1.9149 1.4785  O3 0.963
5 H -2.9227 -1.9602 -0.7607  C1 1.080
6 H -3.8818 -0.5767 -0.0431  C1 1.079
7 H -1.8627 -0.4086 -2.3266  C2 1.085
8 H -2.7909 0.9711 -1.5990  C2 1.085
9 H -1.1395 0.3510 -0.5806  N14 1.237
10 C 2.2111 1.6649 1.1003  N11 1.454, H21 1.086, H22 1.097, H23 1.092
11 N 2.1133 0.6322 0.0815  C10 1.454, C12 1.385, N13 1.417
12 C 0.9518 -0.0980 -0.1099  N11 1.385, N14 1.397, N15 1.283
13 N 3.3381 -0.0421 -0.1505  N11 1.417, H16 1.017, H17 1.021
14 N -0.2537 0.4958 0.2710  H9 1.237, C12 1.397, H18 1.011
15 N 1.0414 -1.2710 -0.6230  C12 1.283, H20 1.015
16 H 3.4349 -0.1513 -1.1567  N13 1.017
17 H 3.2542 -0.9926 0.2121  N13 1.021
18 H -0.1899 1.4637 0.5548  N14 1.011
19 H -1.1509 -0.3748 1.0681  O3 1.099
20 H 0.1274 -1.6885 -0.7635  N15 1.015
21 H 3.2408 2.0115 1.1071  C10 1.086
22 H 1.9551 1.2967 2.1012  C10 1.097
23 H 1.5718 2.5172 0.8598  C10 1.092


No. 2
Entry from the OMol25 dataset: a cluster of 2 separate species, C4H14NO in total (ωB97M-V/def2-TZVPD).

- F_max: 5.19 eV Å⁻¹
- Highest occupied orbital energy: -14.815 eV
- Total charge: +1
- Total energy: -7904.462 eV

Each atom is followed by the atoms it is bonded to, with distances in Å.
Geometry (Å):
1 C 0.1377 1.8461 -1.0799  C2 1.554, H6 1.120, H7 1.201, H8 1.144
2 C -0.1546 0.5481 -0.2768  C1 1.554, C3 1.557, N5 1.535, H9 1.155
3 C 1.0612 -0.4236 -0.2383  C2 1.557, C4 1.467, H10 1.119, H11 1.200
4 C 0.9009 -1.4058 -1.3156  C3 1.467, H12 1.178, H13 1.215, H14 1.144
5 N -0.3411 0.8144 1.2235  C2 1.535, H15 1.020, H16 1.046, H17 1.091
6 H 0.0318 1.7570 -2.1913  C1 1.120
7 H 1.2305 2.3353 -1.1706  C1 1.201
8 H -0.5117 2.6648 -0.6153  C1 1.144
9 H -1.0043 -0.1430 -0.6441  C2 1.155
10 H 2.0581 0.0501 -0.4202  C3 1.119
11 H 1.4487 -0.8839 0.7996  C3 1.200
12 H 0.9304 -2.5289 -0.9601  C4 1.178
13 H -0.1822 -1.1977 -1.8244  C4 1.215
14 H 1.6279 -1.4203 -2.1987  C4 1.144
15 H 0.3517 1.4582 1.6048  N5 1.020
16 H -1.2705 1.2118 1.4934  N5 1.046
17 H -0.2382 -0.1479 1.7274  N5 1.091
18 H -1.6822 -1.7000 2.6940  O20 0.996
19 H -2.3910 -1.7788 1.3869  O20 1.028
20 O -2.0031 -1.0559 2.0056  H18 0.996, H19 1.028


No. 3
Entry from the OMol25 dataset: a cluster of 3 separate species, C4H14NO in total (ωB97M-V/def2-TZVPD).

- F_max: 2.48 eV Å⁻¹
- Highest occupied orbital energy: -12.468 eV
- Total charge: +1
- Total energy: -7902.468 eV

Each atom is followed by the atoms it is bonded to, with distances in Å.
Geometry (Å):
1 C 1.2050 0.1736 1.7289  C2 1.572, H6 1.082, H7 1.073, H15 1.085
2 C 0.3763 -1.0335 1.1572  C1 1.572, C3 1.576, C4 1.413, H8 1.088
3 C 0.1546 -2.0855 2.3100  C2 1.576, H9 1.084, H10 1.082, H11 1.082
4 C -0.8871 -0.5640 0.7340  C2 1.413, H12 1.090, H14 1.084
5 N -1.3036 2.5043 -4.1143  H16 1.014, H17 1.009, H19 1.013
6 H 0.8440 0.3469 2.7345  C1 1.082
7 H 2.2525 -0.0533 1.7882  C1 1.073
8 H 0.8354 -1.5878 0.3414  C2 1.088
9 H -0.5387 -1.6770 3.0366  C3 1.084
10 H -0.1685 -3.0499 1.9405  C3 1.082
11 H 1.0958 -2.1689 2.8361  C3 1.082
12 H -1.4877 -1.1725 0.0586  C4 1.090
13 H 0.0316 0.5740 -0.8557  O20 0.964
14 H -1.3300 0.2466 1.3020  C4 1.084
15 H 1.0859 1.0557 1.1084  C1 1.085
16 H -0.7869 3.0285 -4.8117  N5 1.014
17 H -0.9945 1.5448 -4.0755  N5 1.009
18 H 0.0961 0.2578 -2.3494  O20 0.977
19 H -1.0571 2.9390 -3.2331  N5 1.013
20 O 0.5768 0.7212 -1.6367  H13 0.964, H18 0.977


No. 4
Entry from the OMol25 dataset: a cluster of 2 separate species, C4H14NO in total (ωB97M-V/def2-TZVPD).

- F_max: 1.95 eV Å⁻¹
- Highest occupied orbital energy: -15.003 eV
- Total charge: +1
- Total energy: -7906.087 eV

Each atom is followed by the atoms it is bonded to, with distances in Å.
Geometry (Å):
1 C 2.9169 0.8595 -0.3650  N2 1.434, H3 1.107, H4 1.088, H5 1.100
2 N 1.5050 0.9134 -0.6114  C1 1.434, H6 1.013, H7 1.016, H8 1.061
3 H 3.4738 0.9836 -1.3140  C1 1.107
4 H 3.1254 1.5711 0.4306  C1 1.088
5 H 3.1284 -0.1530 0.0087  C1 1.100
6 H 1.2698 0.4772 -1.4955  N2 1.013
7 H 1.1843 1.8693 -0.7370  N2 1.016
8 H 0.9365 0.4224 0.1381  N2 1.061
9 C -1.1774 -0.8188 -1.0189  C10 1.523, H13 1.108, H14 1.151, H15 1.094
10 C -1.2052 -0.9583 0.4979  C9 1.523, C11 1.542, O12 1.478, H16 1.105
11 C -2.3474 -0.1416 1.1359  C10 1.542, H17 1.104, H18 1.085, H19 1.101
12 O 0.0914 -0.5345 1.0666  C10 1.478, H20 0.952
13 H -0.2300 -1.2142 -1.4347  C9 1.108
14 H -1.2628 0.2861 -1.3311  C9 1.151
15 H -2.0103 -1.3181 -1.5231  C9 1.094
16 H -1.2491 -2.0340 0.7478  C10 1.105
17 H -3.2200 -0.0053 0.4742  C11 1.104
18 H -2.0799 0.8836 1.3711  C11 1.085
19 H -2.7059 -0.7378 1.9895  C11 1.101
20 H -0.1436 -0.3506 1.9703  O12 0.952


No. 5
Entry from the OMol25 dataset: a cluster of 2 separate species, C4H14NO in total (ωB97M-V/def2-TZVPD).

- F_max: 0.22 eV Å⁻¹
- Highest occupied orbital energy: -13.691 eV
- Total charge: +1
- Total energy: -7905.894 eV

Each atom is followed by the atoms it is bonded to, with distances in Å.
Geometry (Å):
1 C 0.2504 2.4392 -0.7152  O2 1.441, C3 1.505, H4 1.090, H5 1.089
2 O -0.4425 1.8407 0.3972  C1 1.441, H6 0.963
3 C 0.8123 1.3445 -1.5827  C1 1.505, H7 1.091, H8 1.088, H9 1.091
4 H -0.4449 3.0602 -1.2803  C1 1.090
5 H 1.0480 3.0787 -0.3409  C1 1.089
6 H -0.8219 2.5704 0.8981  O2 0.963
7 H 0.0115 0.6969 -1.9420  C3 1.091
8 H 1.3068 1.7690 -2.4538  C3 1.088
9 H 1.5542 0.7565 -1.0399  C3 1.091
10 C -0.0105 -0.8872 1.7535  N11 1.501, H13 1.083, H14 1.081, H15 1.084
11 N -0.2712 -2.1376 0.9654  C10 1.501, C12 1.493, H16 1.022, H17 1.019
12 C -0.6059 -1.8815 -0.4669  N11 1.493, H18 1.086, H19 1.083, H20 1.086
13 H 0.2594 -1.1690 2.7636  C10 1.083
14 H 0.7869 -0.3394 1.2708  C10 1.081
15 H -0.9149 -0.2897 1.7399  C10 1.084
16 H -1.0312 -2.6592 1.4070  N11 1.022
17 H 0.5422 -2.7496 1.0219  N11 1.019
18 H -1.4482 -1.1974 -0.5060  C12 1.086
19 H -0.8372 -2.8228 -0.9491  C12 1.083
20 H 0.2567 -1.4227 -0.9405  C12 1.086


No. 6
Entry from the OMol25 dataset: a cluster of 3 separate species, C4H14NO2 in total (ωB97M-V/def2-TZVPD).

- F_max: 4.51 eV Å⁻¹
- Highest occupied orbital energy: -13.658 eV
- Total charge: +1
- Total energy: -9952.876 eV

Each atom is followed by the atoms it is bonded to, with distances in Å.
Geometry (Å):
1 C -0.8397 -0.6425 0.5963  C2 1.584, N5 1.577, H6 1.084, H7 1.096
2 C -1.1424 0.2418 1.8757  C1 1.584, C3 1.570, H8 1.078, H9 1.079
3 C -1.9717 1.4890 1.4058  C2 1.570, C4 1.336, H10 1.087
4 C -3.1201 1.6908 2.0573  C3 1.336, H11 1.092, H12 1.083
5 N -0.2975 0.2930 -0.5521  C1 1.577, H13 1.033, H14 1.016, H15 1.016
6 H -1.6628 -1.1314 0.0874  C1 1.084
7 H -0.0574 -1.3649 0.8547  C1 1.096
8 H -0.1985 0.7132 2.0970  C2 1.078
9 H -1.5513 -0.4804 2.5648  C2 1.079
10 H -1.3785 2.3792 1.2112  C3 1.087
11 H -3.6191 2.6618 2.0494  C4 1.092
12 H -3.6645 0.8732 2.5126  C4 1.083
13 H 0.7054 0.1756 -0.7688  N5 1.033
14 H -0.5406 1.2393 -0.2751  N5 1.016
15 H -0.7907 0.0556 -1.4083  N5 1.016
16 H 3.7084 -2.9359 -2.8748  O18 0.968
17 H 4.0070 -2.3187 -1.5429  O18 0.952
18 O 3.3121 -2.3759 -2.1915  H16 0.968, H17 0.952
19 H 2.6408 0.5199 -2.5242  O21 0.980
20 H 2.5355 -0.8510 -1.9058  O21 0.984
21 O 2.2217 0.0708 -1.7612  H19 0.980, H20 0.984


What LUMO energy values result from the calculations? In sequence: 0.85; -3.27; -8.06; -3.20; -3.43; -2.87 eV.
What Kohn-Sham gap values result from the calculations? In sequence: 9.64; 11.54; 4.41; 11.80; 10.26; 10.79 eV.